(1)
Density functional theory data (the ωB97M-V functional and the def2-TZVPD basis) for an isolated ion of composition C3H8NOS and charge -1 at a distorted geometry.

```
14
Properties=species:S:1:pos:R:3:forces:R:3
N 0.6493 -1.5125 0.1260 -1.3 -0.9 0.1
C -0.1901 -0.4781 -0.5035 1.2 0.4 0.2
H 2.5257 2.0133 -0.0234 0.0 -0.2 -0.5
C -1.4842 -0.2199 0.2330 -1.3 -0.9 -0.1
H -0.0565 1.7660 -0.7028 0.3 -2.3 1.5
H 0.7448 0.9353 0.8649 -0.8 -0.1 -2.0
C 0.5347 0.8359 -0.2824 -1.0 3.0 0.1
S 2.1157 1.2313 -1.0543 1.5 -0.3 0.0
H -1.3144 0.0630 1.2448 1.1 0.9 1.7
H 1.1713 -1.0673 0.8892 -0.4 -0.5 -0.2
H -0.5263 -0.7809 -1.5297 0.8 0.6 0.6
O -2.2384 0.6540 -0.4084 -0.8 -0.7 -0.1
H -1.7910 -1.3519 0.6212 -0.7 0.7 -1.4
H -0.1406 -2.0882 0.5255 1.5 0.2 0.1
```
Positions in Å, forces in eV/Å.

Results
HOMO energy	-2.705	eV
Kohn-Sham gap	5.99	eV
charge	-1
lowest unoccupied orbital energy	0.1205	Eh
ΔE to the lowest compared entry with this formula, charge and spin	68.3	kcal/mol
SMILES string	N[C@@H](C[O-])CS

Atomic partial charges in e from the Löwdin method, atoms 1 to 2: N -0.01; C -0.51



(2)
Density functional theory data (the ωB97M-V functional and the def2-TZVPD basis) for C3H8N2S in the gas phase at a distorted geometry.

```
14
Properties=species:S:1:pos:R:3:forces:R:3
H -0.1081 2.6378 0.0806 0.9 -1.6 -0.2
N 0.5318 1.7856 -0.0627 -3.7 -2.1 -0.6
C 2.2936 -0.1936 0.2976 2.1 1.5 -1.1
H -3.5112 -0.4939 0.4095 3.1 -0.4 -0.8
H 2.0366 0.5854 1.0504 0.2 -1.3 0.1
C -0.2171 0.6532 -0.1498 1.9 1.0 1.4
H 3.2193 -0.8423 0.5107 -2.1 0.3 0.2
N -1.5948 0.5332 0.0033 1.5 3.7 -0.7
C -2.3344 -0.6756 0.1968 -0.6 -2.6 0.7
H -1.9298 1.5172 -0.2350 -0.6 -2.4 0.8
H -1.8811 -1.3581 1.1165 -1.2 2.1 -2.0
S 0.6526 -1.0137 -0.2136 1.4 3.0 0.4
H 2.8114 0.5702 -0.4416 -1.7 -1.8 0.4
H -2.0904 -1.3322 -0.7259 -1.2 0.7 1.3
```
Positions in Å, forces in eV/Å.

Results
HOMO energy	-8.727	eV
Kohn-Sham gap	9.48	eV
lowest unoccupied orbital energy	0.0278	Eh
ΔE to the lowest compared entry with this formula, charge and spin	66.9	kcal/mol
SMILES string	[H]/N=C(\NC)SC

Atomic partial charges in e from the Löwdin method, atoms 1 to 2: H 0.06; N -0.01



(3)
Density functional theory data (the ωB97M-V functional and the def2-TZVPD basis) for a 2-piece molecular cluster, C3H10NO overall at a distorted geometry.

```
15
Properties=species:S:1:pos:R:3:forces:R:3
H 0.9519 1.6080 -1.0446 -0.4 -0.3 0.5
H 0.6080 0.2132 0.9629 0.3 1.8 0.8
O 0.1466 -0.9897 0.0053 -2.4 -0.5 -1.8
H -1.5834 -1.0144 1.0410 -0.6 -0.4 -0.1
H 1.6532 1.3319 1.8693 -0.2 -0.2 0.1
H 0.2647 -1.1275 -0.9583 1.0 0.1 0.6
C -1.9882 -1.2553 -1.1111 0.2 0.2 0.3
N 0.9305 1.2511 1.1064 0.9 -2.0 -0.3
H -1.5071 -1.0411 -2.0588 0.1 -0.4 -0.1
H 0.1529 1.8704 1.3699 -0.5 0.4 -0.2
H -3.0139 -1.6083 -1.1541 0.1 0.5 0.3
C 1.6064 1.5318 -0.1722 0.8 1.9 -1.3
C -1.2929 -1.0730 0.0054 1.3 -0.3 0.5
H 2.3859 0.8160 -0.4045 -0.1 -0.4 0.4
H 2.1248 2.5097 -0.1533 -0.3 -0.4 0.4
```
Positions in Å, forces in eV/Å.

Results
HOMO energy (alpha / beta)	-3.199 / -10.049	eV
Kohn-Sham gap (alpha / beta)	3.93 / 10.56	eV
lowest unoccupied orbital energy (alpha / beta)	0.0269 / 0.0188	Eh
multiplicity	2
ΔE to the lowest compared entry with this formula, charge and spin	63.7	kcal/mol

Atomic partial charges in e from the Löwdin method, atoms 1 to 2: H 0.07; H 0.07